Entry 1:
58
Properties=species:S:1:pos:R:3:forces:R:3 method="wB97M-V/def2-TZVPD" charge=+1 energy_ev=-57443.46786 homo_ev=-10.8 relative_energy_kj_mol=6.16
Pd -1.5917 1.5461 -2.0596 -0.157 0.147 0.208
S 0.5076 1.5049 -1.2504 0.119 0.003 -0.001
C 0.4134 0.6576 0.1971 -0.008 -0.096 0.037
N 1.3435 0.7499 1.1333 -0.040 0.073 -0.012
C 1.2291 -0.0037 2.3825 -0.038 0.000 -0.018
C 0.7117 -1.3742 2.0600 0.011 0.022 -0.044
N -0.5642 -1.2342 1.3605 -0.020 -0.019 -0.035
C -1.5950 -2.2172 1.7288 0.033 -0.001 -0.036
C -2.0970 -1.9588 3.1271 -0.012 -0.003 0.006
C -1.9066 -2.8974 4.1323 -0.004 -0.004 -0.002
C -2.3584 -2.6460 5.4220 0.002 0.001 0.003
C -2.9960 -1.4503 5.7106 -0.002 -0.002 0.001
C -3.1884 -0.5068 4.7082 0.001 0.000 -0.001
C -2.7432 -0.7597 3.4213 0.003 0.004 -0.001
C -0.7596 -0.2740 0.4651 -0.009 -0.007 0.027
S -2.1987 -0.0753 -0.3577 0.074 0.033 -0.071
C 2.5308 1.6108 1.0180 -0.021 0.026 0.013
C 3.7792 0.7752 0.8885 0.010 -0.001 -0.010
C 4.7666 0.8182 1.8633 -0.004 0.008 -0.001
C 5.9067 0.0336 1.7413 0.004 -0.002 0.001
C 6.0580 -0.8018 0.6464 0.001 0.000 0.000
C 5.0716 -0.8494 -0.3319 0.000 0.001 0.000
C 3.9380 -0.0628 -0.2132 -0.006 -0.008 -0.001
H 0.5488 0.5164 3.0629 0.027 0.007 0.022
H 2.2165 -0.0561 2.8359 0.017 -0.028 -0.025
H 0.5366 -1.9458 2.9691 -0.017 0.031 0.023
H 1.4224 -1.9163 1.4292 0.001 -0.027 0.022
H -1.1396 -3.2072 1.6602 0.013 0.008 0.013
H -2.3946 -2.1577 0.9965 -0.010 -0.005 -0.012
H -1.4115 -3.8355 3.9073 0.000 0.000 -0.002
H -2.2112 -3.3852 6.1980 0.000 0.000 -0.001
H -3.3490 -1.2531 6.7140 0.000 -0.001 0.000
H -3.6958 0.4229 4.9298 0.001 0.000 0.000
H -2.9076 -0.0302 2.6359 -0.001 -0.001 0.005
H 2.5712 2.2335 1.9141 0.005 -0.033 0.015
H 2.3962 2.2611 0.1588 -0.015 0.021 0.003
H 4.6511 1.4741 2.7189 0.000 0.000 0.000
H 6.6743 0.0770 2.5024 -0.001 0.000 0.000
H 6.9452 -1.4131 0.5500 0.000 0.001 0.001
H 5.1935 -1.4941 -1.1922 -0.001 0.000 0.000
H 3.1745 -0.0890 -0.9837 0.007 -0.002 0.002
N -4.5083 2.8081 -4.6877 0.003 0.020 0.037
C -3.4141 2.5512 -3.9685 0.064 0.022 -0.064
O -3.4968 1.9119 -2.9039 0.012 -0.098 0.003
C -2.0715 3.0064 -4.4565 -0.072 0.004 -0.014
C -1.1288 3.0959 -3.2614 -0.024 -0.002 0.059
H -5.4007 2.4755 -4.3613 -0.002 -0.001 -0.004
H -4.4652 3.3567 -5.5269 -0.001 -0.006 -0.003
H -2.1500 3.9444 -5.0154 -0.006 -0.004 0.005
H -1.7316 2.2379 -5.1558 0.015 -0.005 0.029
H -1.3807 3.9509 -2.6277 0.057 0.071 -0.069
H -0.0903 3.1837 -3.5751 0.007 -0.054 -0.003
C -0.4543 -1.8751 -6.2148 0.008 -0.031 -0.021
C -0.9067 -0.9159 -5.2159 0.012 0.002 0.042
N -1.2604 -0.1632 -4.4251 -0.037 -0.068 -0.122
H -1.0907 -2.7576 -6.1933 0.001 0.001 -0.002
H 0.5721 -2.1699 -6.0053 -0.002 0.000 -0.003
H -0.5001 -1.4278 -7.2059 -0.001 0.000 0.002

***

Entry 2:
61
Properties=species:S:1:pos:R:3:forces:R:3 method="wB97M-V/def2-TZVPD" energy_ev=-44027.04225 smiles="CCCCCCn1nc(C(=O)OCC(=O)c2c(N)n(C)c(=O)n(C)c2=O)c2ccccc2c1=O" homo_ev=-8.7 relative_energy_kj_mol=17.22
C 4.1080 -1.3520 -6.8985 0.199 0.072 0.158
C 4.5867 -0.7941 -5.5639 -0.342 -0.052 -0.090
C 3.4205 -0.4678 -4.6340 0.503 0.067 0.115
C 3.8949 0.0945 -3.2963 -0.464 -0.046 -0.069
C 2.7260 0.4127 -2.3690 0.359 0.102 0.138
C 3.2151 0.9819 -1.0369 0.136 -0.062 -0.524
N 2.1025 1.2362 -0.1417 -0.016 0.625 0.053
N 1.7587 0.2260 0.6278 -0.408 -0.861 0.645
C 0.7810 0.3294 1.4686 0.280 0.251 -0.378
C 0.4079 -0.9069 2.2108 0.132 0.002 0.290
O -0.0040 -0.9346 3.3486 0.383 0.090 -0.105
O 0.4963 -1.9603 1.4139 0.174 -0.075 -0.116
C -0.0358 -3.1944 1.8746 0.133 -0.481 0.249
C -1.3177 -3.0721 2.6910 -0.090 0.114 -0.285
O -1.4394 -3.7846 3.6819 0.175 -0.162 -0.016
C -2.3057 -2.0929 2.2807 -0.274 -0.128 0.117
C -3.1999 -1.6045 3.2418 0.288 -0.245 -0.533
N -3.3556 -2.2251 4.4110 0.048 0.108 0.272
N -3.9356 -0.4856 2.9847 -0.053 -0.054 0.247
C -4.8355 0.0525 3.9865 -0.227 0.195 0.066
C -3.8438 0.2147 1.7805 0.090 -0.110 -0.006
O -4.4516 1.2472 1.6100 -0.140 0.191 -0.083
N -3.0609 -0.3476 0.8183 0.053 0.103 -0.236
C -3.0174 0.3560 -0.4525 0.001 0.126 -0.302
C -2.2958 -1.5187 0.9553 -0.390 -0.172 0.287
O -1.7211 -1.9710 -0.0134 0.072 -0.106 -0.083
C -0.0003 1.5338 1.6004 0.102 0.456 -0.264
C -1.0583 1.7032 2.5021 -0.058 -0.008 0.097
C -1.7826 2.8734 2.5069 0.059 -0.079 -0.025
C -1.4745 3.9041 1.6199 0.081 0.050 -0.080
C -0.4254 3.7654 0.7401 0.055 -0.005 -0.044
C 0.3220 2.5859 0.7224 -0.243 -0.209 0.329
C 1.4393 2.4542 -0.2141 0.037 -0.046 0.078
O 1.7992 3.3122 -0.9970 -0.026 0.121 -0.107
H 3.5366 -2.2652 -6.7472 -0.077 -0.105 -0.040
H 4.9529 -1.5788 -7.5447 0.017 -0.054 -0.136
H 3.4712 -0.6312 -7.4066 -0.083 0.043 -0.099
H 5.2408 -1.5228 -5.0796 0.079 0.037 0.042
H 5.1725 0.1112 -5.7382 0.081 0.009 0.053
H 2.7660 0.2597 -5.1192 -0.103 0.003 -0.027
H 2.8355 -1.3733 -4.4580 -0.101 -0.030 -0.018
H 4.4738 1.0040 -3.4720 0.104 0.029 0.010
H 4.5537 -0.6307 -2.8129 0.106 -0.007 0.023
H 2.1485 -0.4936 -2.1736 -0.061 -0.016 0.007
H 2.0685 1.1430 -2.8445 -0.071 -0.001 0.011
H 3.7316 1.9302 -1.2002 -0.009 -0.138 0.061
H 3.8757 0.2702 -0.5397 -0.052 0.109 0.024
H -0.2325 -3.7720 0.9676 0.037 0.086 0.165
H 0.7006 -3.7113 2.5003 -0.172 0.107 -0.074
H -3.7836 -1.7640 5.1942 -0.026 0.021 -0.069
H -2.6946 -2.9984 4.5563 -0.177 0.065 -0.012
H -5.3306 0.9124 3.5371 0.052 -0.143 0.139
H -4.2840 0.3841 4.8686 -0.021 -0.014 0.016
H -5.5836 -0.6904 4.2654 0.024 0.000 0.031
H -4.0288 0.4883 -0.8340 0.054 0.029 -0.010
H -2.4263 -0.2458 -1.1387 -0.076 0.093 0.076
H -2.5618 1.3372 -0.3157 -0.018 0.006 -0.009
H -1.2828 0.9113 3.1989 -0.032 -0.039 0.050
H -2.6035 2.9951 3.1970 -0.076 -0.019 0.056
H -2.0594 4.8108 1.6294 -0.037 0.091 -0.012
H -0.1537 4.5488 0.0492 0.009 0.066 -0.051

***

Entry 3:
65
Properties=species:S:1:pos:R:3:forces:R:3 method="wB97M-V/def2-TZVPD" energy_ev=-662133.52628 homo_ev=-7.8
N -2.0211 1.1774 1.9936 -1.651 -1.215 1.540
C -2.9131 0.5767 2.8639 -1.798 0.283 -0.267
C -2.5699 0.8501 4.1718 -1.723 -1.979 -1.285
C -1.3484 1.4302 4.0948 2.088 1.683 0.502
C -1.0497 1.6965 2.7679 1.391 0.846 0.106
H -2.2878 1.3603 1.0368 0.711 0.158 0.065
H -3.8183 0.1035 2.5130 0.078 0.075 -0.238
H -3.1107 0.5814 5.0671 0.049 -0.182 -0.168
H -0.8476 1.6100 5.0347 0.751 0.572 -0.492
H -0.2444 2.2119 2.2657 0.144 -0.006 0.394
N -2.5940 -0.0833 -4.9428 -0.739 1.204 -1.115
C -1.5427 -0.2591 -4.1142 1.073 -0.613 -0.624
C -0.6558 0.8095 -4.2364 -1.313 -1.813 2.135
C -1.3313 1.7803 -4.9411 -1.994 -0.201 -3.241
C -2.5367 1.1752 -5.5404 3.387 0.736 2.436
H -3.2493 -0.7979 -5.2257 0.092 0.125 0.360
H -1.4195 -1.1807 -3.5648 -0.060 0.040 -0.157
H 0.2279 0.7580 -3.6178 0.206 0.748 -0.276
H -0.9001 2.7183 -5.2583 -0.280 0.131 0.069
H -3.1331 1.5737 -6.3478 -0.272 -0.388 0.321
N 1.6227 -2.1546 5.8058 1.290 0.456 0.243
C 0.4847 -1.4678 5.5648 -1.108 -0.790 -0.118
C -0.3934 -2.4136 5.0453 -1.658 1.917 -0.183
C 0.2693 -3.6091 4.9132 0.001 -2.368 -0.984
C 1.5016 -3.4491 5.3802 2.746 0.670 1.290
H 2.4633 -1.7390 6.1810 -0.186 -0.190 -0.117
H 0.3703 -0.4196 5.7984 -0.028 -0.217 -0.020
H -1.4442 -2.2971 4.8251 0.119 0.442 -0.150
H 0.0710 -4.5645 4.4502 -0.981 0.168 0.064
H 2.3396 -4.1170 5.5139 -0.160 -0.065 -0.194
N -2.5584 4.0816 -0.7799 0.542 -0.187 -0.290
C -1.4530 4.6996 -0.1983 -0.947 0.054 -1.348
C -0.3615 3.8944 -0.3677 -1.306 -0.771 0.799
C -0.8733 2.6673 -0.9313 0.280 0.326 -0.990
C -2.2107 2.8283 -1.3105 1.324 1.522 1.647
H -3.3783 4.6079 -1.0462 0.069 -0.279 0.175
H -1.5629 5.7316 0.1002 0.147 -0.147 0.250
H 0.6154 4.1096 0.0394 0.028 -0.243 -0.220
H -0.1994 1.8514 -1.1472 -0.404 -0.220 -0.106
H -2.9277 2.2552 -1.8797 0.235 -0.080 0.083
N 1.2779 -1.6921 1.5475 1.301 -0.627 -1.765
C 2.4946 -2.0229 0.8270 -1.830 2.062 0.213
C 2.4767 -1.2517 -0.3283 -0.806 -1.281 1.339
C 1.1974 -0.6377 -0.3592 0.315 1.484 -1.769
C 0.4455 -0.8646 0.7388 2.058 -1.743 2.094
H 1.0787 -2.0518 2.4700 -0.278 0.047 -0.157
H 3.2904 -2.6622 1.1796 -0.358 0.012 0.422
H 3.2147 -1.1684 -1.1124 -0.072 -0.209 0.278
H 0.9880 0.0498 -1.1654 -0.589 -0.053 0.004
H -0.5004 -0.5259 1.1351 0.193 0.018 -0.249
C 3.4126 -3.4591 -3.9185 -0.445 1.040 0.518
Br 3.6933 -3.7489 -5.8133 -0.125 0.229 0.724
Br 1.6471 -2.5517 -3.4982 1.188 -0.772 -0.589
Br 4.8360 -2.3416 -3.0726 -0.685 -0.871 -0.732
H 3.3833 -4.4310 -3.4259 0.076 0.378 -0.074
C 4.8271 2.5520 -1.8797 -0.491 0.624 -1.120
Br 4.4880 4.5365 -1.8487 0.140 -1.441 0.379
Br 6.1004 2.2596 -3.3563 -0.566 -0.189 0.703
Br 3.1274 1.5653 -2.1520 1.171 0.762 0.092
H 5.2852 2.1820 -0.9625 -0.205 0.401 -0.169
C -2.2476 -2.4485 -1.0282 -0.125 -0.345 0.068
Br -2.5920 -0.5086 -0.8680 0.067 -1.379 -0.334
Br -3.3603 -3.3307 -2.3993 0.117 0.482 0.629
Br -2.3433 -3.3482 0.7091 -0.168 0.410 -0.652
H -1.2496 -2.6872 -1.3957 -0.026 0.761 0.250

***

Number 1: LUMO level -3.6 eV. Number 2: LUMO level 0.0 eV. Number 3: LUMO level -0.4 eV.